{
  "formula": "F2InN2O7S2",
  "method": "ωB97M-V/def2-TZVPD",
  "total_energy_ev": -49571.9383,
  "homo_lumo_gap_ha": 0.14257,
  "lumo_energy_ev": -11.202,
  "charge": 1,
  "max_force_ev_per_a": 6.887,
  "species": ["In", "N", "S", "O", "O", "F", "S", "O", "O", "F", "N", "O", "O", "O"],
  "positions_angstrom": [[-1.455889, -2.504896, 0.999186], [-0.874734, -0.137578, -0.442418], [-0.349659, 1.264440, -0.058697], [-1.157744, 2.393065, -0.410411], [1.083375, 1.453077, -0.048714], [-0.717314, 1.102422, 1.489599], [-1.060664, 0.138778, -2.085021], [0.045948, 0.527780, -2.919068], [-2.376154, 0.617024, -2.386316], [-1.243040, -1.394849, -2.490688], [2.038278, -0.870791, 2.105908], [2.746987, -1.440770, 2.897884], [1.246298, -1.502016, 1.417750], [2.074310, 0.354310, 1.931003]],
  "forces_ev_per_angstrom": [[-0.06, -0.03, -0.05], [0.39, -0.20, -2.23], [-0.28, 3.93, 5.61], [0.99, -1.09, -0.86], [-0.25, -0.42, -0.35], [0.57, -0.20, -0.54], [-2.11, -2.96, -5.85], [-0.59, 0.23, 2.48], [1.11, 0.45, 1.34], [0.53, 0.17, 1.03], [0.74, -0.68, 0.65], [-0.20, 0.89, -0.25], [-0.90, -0.20, -0.76], [0.05, 0.12, -0.20]],
  "mulliken_charge": [0.986, -0.010, 1.062, -0.422, -0.349, -0.266, 1.018, -0.440, -0.447, -0.259, 1.187, -0.395, -0.399, -0.267]
}



{
  "formula": "F2KNO4S2",
  "method": "ωB97M-V/def2-TZVPD",
  "total_energy_ev": -53110.2303,
  "homo_lumo_gap_ha": 0.28628,
  "lumo_energy_ev": -1.616,
  "relative_energy_kcal_mol": 16.57,
  "charge": 0,
  "max_force_ev_per_a": 3.885,
  "species": ["K", "N", "S", "O", "O", "F", "S", "O", "O", "F"],
  "positions_angstrom": [[0.310089, 17.759504, 24.650474], [0.558103, 20.865820, 28.420713], [1.450506, 20.255809, 29.580615], [2.631672, 19.586566, 29.144955], [0.758709, 19.722041, 30.701816], [2.048250, 21.641374, 30.098731], [-0.116256, 19.539968, 27.811063], [-1.226777, 18.998097, 28.502729], [0.736552, 18.576878, 27.156551], [-0.738228, 20.308722, 26.541943]],
  "forces_ev_per_angstrom": [[0.06, 0.25, 0.55], [-0.57, -2.30, -0.51], [2.78, 1.50, 2.27], [-0.14, -0.42, -0.45], [-0.50, -0.12, -0.11], [-0.55, -0.10, -0.17], [-0.95, 1.63, -1.22], [-0.28, -0.07, 0.19], [0.36, -0.16, -0.38], [-0.20, -0.23, -0.17]],
  "mulliken_charge": [0.973, -0.286, 1.103, -0.571, -0.562, -0.272, 1.124, -0.537, -0.663, -0.310]
}



{
  "formula": "F2Li5",
  "method": "ωB97M-V/def2-TZVPD",
  "total_energy_ev": -6435.1658,
  "homo_lumo_gap_ha": 0.29057,
  "lumo_energy_ev": -13.732,
  "relative_energy_kcal_mol": 0.00,
  "charge": 3,
  "max_force_ev_per_a": 2.640,
  "species": ["Li", "Li", "Li", "Li", "Li", "F", "F"],
  "positions_angstrom": [[0.117629, -0.593130, -1.917193], [-1.210904, 0.631314, 3.143779], [-1.597670, 1.665451, -0.693148], [1.611873, 0.812461, -0.276246], [-0.573526, -1.860686, 0.869093], [1.965875, -0.809628, -1.099200], [-0.313279, 0.154221, -0.027085]],
  "forces_ev_per_angstrom": [[1.80, -0.80, -0.13], [-0.12, 0.43, 1.05], [-0.10, 0.07, -0.07], [1.24, -1.14, -0.34], [0.64, -0.39, -0.61], [-2.26, 1.35, 0.17], [-1.19, 0.48, -0.07]],
  "mulliken_charge": [0.948, 1.002, 0.982, 0.946, 1.000, -0.865, -1.014]
}



{
  "formula": "F2N2O2",
  "method": "ωB97M-V/def2-TZVPD",
  "total_energy_ev": -12499.7201,
  "homo_lumo_gap_ha": 0.35262,
  "smiles": "[O-]/[N+](=N/F)OF",
  "lumo_energy_ev": -1.676,
  "relative_energy_kcal_mol": 61.51,
  "charge": 0,
  "max_force_ev_per_a": 2.540,
  "species": ["N", "N", "O", "O", "F", "F"],
  "positions_angstrom": [[-0.206678, -0.459347, 0.040112], [-1.411201, -0.089776, 0.100746], [0.856414, 0.623931, 0.026598], [0.151848, -1.583819, -0.060486], [2.270071, 0.329482, -0.018470], [-1.660455, 1.179529, -0.088499]],
  "forces_ev_per_angstrom": [[1.62, -0.67, -0.78], [-0.13, -2.32, 0.19], [0.03, 2.18, 0.13], [0.21, -0.37, 0.49], [-2.28, -1.12, -0.03], [0.54, 2.31, -0.01]],
  "mulliken_charge": [1.163, -0.330, -0.123, -0.514, -0.101, -0.095]
}